C10H14BCaN7O3 as an isolated structure at a distorted geometry, computed with ωB97M-V/def2-TZVPD.

## Properties
Gap between HOMO and LUMO (spin up / spin down), eV: 3.60 / 3.80
Energy above the lowest of the compared OMol25 structures with the same formula, charge and spin, kcal per mole: 10.7
HOMO energy (spin up / spin down), eV: -14.9 / -15.5
Net charge: +2

Structure (XYZ):
```
36
Properties=species:S:1:pos:R:3:forces:R:3:lowdin_charge:R:1
C -0.2779 3.2294 0.7107 0.4 -1.6 -2.0 -0.10
N -0.0830 1.9512 0.2584 -0.3 1.1 0.0 -0.18
N 0.0623 1.9846 -1.1182 0.1 -0.2 1.5 -0.03
C -0.0296 3.2803 -1.5130 0.0 -0.3 1.5 -0.01
C -0.2458 4.1080 -0.3841 0.2 -1.5 -0.3 0.00
B 0.2917 0.6110 -1.9015 0.5 0.6 -0.1 -0.41
N 1.4459 -0.3492 -1.3401 -0.1 0.2 0.4 -0.01
N 1.5321 -0.6537 0.0212 1.0 -1.3 0.3 -0.01
C 2.6210 -1.4599 0.1559 -1.7 1.2 -0.3 -0.08
C 3.2370 -1.6730 -1.0952 -0.6 0.3 -0.1 0.03
C 2.4499 -0.9690 -2.0028 -0.5 0.5 0.2 -0.02
Ca -0.5211 0.0907 1.4346 0.3 0.9 -0.9 1.43
N -1.0483 -0.2328 -1.9184 -0.7 -0.1 -1.0 0.01
N -1.6486 -0.7249 -0.7558 -2.0 -1.2 -0.3 0.01
C -2.7776 -1.3671 -1.1717 1.9 1.1 1.2 -0.05
C -2.9119 -1.2666 -2.5696 0.0 -0.1 -0.3 0.06
C -1.7936 -0.5632 -2.9952 1.4 0.8 0.6 0.01
H -3.4808 -1.8716 -0.5204 0.3 0.2 0.2 0.13
H -1.4903 -0.2624 -3.9895 0.0 0.0 0.1 0.15
H -3.7245 -1.6252 -3.1758 -0.1 -0.1 -0.1 0.14
H 0.5786 0.8707 -3.0300 -0.1 -0.1 0.0 0.12
H 2.5497 -0.8409 -3.0689 0.1 0.0 0.0 0.14
H 0.0849 3.4822 -2.5461 0.0 0.5 -0.7 0.12
H 4.1227 -2.2505 -1.2784 0.1 0.0 -0.2 0.12
H -0.3643 5.1649 -0.3112 0.0 0.4 -0.3 0.11
H 2.9254 -1.8766 1.1077 -0.1 0.2 0.0 0.12
H -0.4236 3.3828 1.7689 0.0 0.3 0.0 0.11
H -0.7378 -1.9827 1.4260 -0.1 0.0 -0.5 -0.04
C -0.2395 -2.1927 2.3556 0.6 -0.4 1.3 -0.08
H 0.5427 -2.9068 2.0738 -0.5 -0.3 0.6 0.07
H 0.2856 -1.3811 2.9306 -0.3 -0.7 -0.9 0.00
H -1.0475 -2.5142 3.0193 0.5 -0.7 0.0 0.07
O 1.0974 -0.2230 5.3927 -3.3 1.1 -1.1 0.27
N 0.0324 0.1804 4.9001 1.4 0.5 -1.2 -0.45
O -1.0871 0.1053 5.4508 2.4 0.1 -1.1 0.29
O 0.0731 0.7456 3.6797 -0.5 -1.4 3.7 -0.05
```
Forces are in eV/Å.

C10H14BCdFN6 as an isolated structure at a distorted geometry, computed with ωB97M-V/def2-TZVPD.

## Properties
Gap between HOMO and LUMO (spin up / spin down), eV: 4.80 / 5.09
HOMO energy (spin up / spin down), eV: -16.2 / -16.2
Net charge: +2

Structure (XYZ):
```
33
Properties=species:S:1:pos:R:3:forces:R:3:lowdin_charge:R:1
C -0.2179 2.9796 1.3970 -0.1 0.5 -1.1 -0.06
N -0.0221 1.7256 0.9528 -0.1 6.0 -3.3 -0.22
N 0.1354 1.7505 -0.3993 -0.3 0.0 -0.4 -0.01
C 0.0482 3.0300 -0.8151 -0.2 -0.1 0.9 0.00
C -0.1772 3.8549 0.2958 0.1 -0.8 0.2 0.02
B 0.2962 0.4741 -1.3039 1.2 0.7 -0.1 -0.47
N 1.4542 -0.3958 -0.7542 0.1 0.0 0.0 -0.04
N 1.5568 -0.7123 0.5643 0.6 -0.5 -0.6 -0.09
C 2.6461 -1.4835 0.7294 0.0 0.4 -1.2 -0.09
C 3.2688 -1.6733 -0.5235 -0.5 0.3 0.2 0.00
C 2.4789 -0.9616 -1.4309 0.1 -0.2 0.8 -0.01
Cd 0.0674 0.1659 1.8588 0.2 -2.0 1.0 1.50
N -1.0194 -0.3377 -1.3749 -1.0 0.2 -3.7 0.02
N -1.6260 -0.8418 -0.2701 -2.7 -1.9 -0.5 0.09
C -2.7737 -1.4070 -0.6957 1.5 0.7 1.1 -0.01
C -2.9047 -1.2720 -2.1117 -1.0 -0.7 1.0 0.14
C -1.7517 -0.5800 -2.4953 3.2 1.5 1.4 0.08
H -3.4415 -1.8838 -0.0014 -0.1 0.0 0.1 0.14
H -1.4063 -0.2537 -3.4680 -0.1 0.0 0.1 0.16
H -3.7001 -1.6286 -2.7456 -0.1 0.0 0.0 0.15
H 0.5813 0.8658 -2.4066 -0.2 -0.2 0.2 0.14
H 2.5696 -0.8155 -2.4988 0.1 -0.1 0.1 0.14
H 0.1473 3.2608 -1.8649 0.0 0.1 0.1 0.14
H 4.1680 -2.2374 -0.7338 -0.2 0.1 0.0 0.12
H -0.2926 4.9275 0.3057 0.1 -0.1 0.0 0.12
H 2.9266 -1.8381 1.7085 0.1 0.0 0.0 0.12
H -0.3646 3.1701 2.4513 0.0 0.1 -0.1 0.13
H -0.7717 -1.5679 1.6599 0.9 -1.2 2.3 0.05
C -0.1671 -1.7388 2.6891 -0.1 3.1 -2.0 -0.05
H 0.6247 -2.3427 2.4888 1.9 -2.2 0.1 0.00
H 0.4804 -0.6519 3.2766 -0.8 -3.0 0.1 0.12
H -0.8186 -1.7973 3.4514 -2.2 -1.2 2.6 0.01
F -1.9949 0.2157 2.0644 -0.4 0.5 0.6 -0.34
```
Forces are in eV/Å.

C10H14BClN6O4Sn as an isolated structure at a distorted geometry, computed with ωB97M-V/def2-TZVPD.

## Properties
Gap between HOMO and LUMO (spin up / spin down), eV: 4.39 / 4.37
Energy above the lowest of the compared OMol25 structures with the same formula, charge and spin, kcal per mole: 37.6
HOMO energy (spin up / spin down), eV: -15.6 / -15.6
Net charge: +2

Structure (XYZ):
```
37
Properties=species:S:1:pos:R:3:forces:R:3:lowdin_charge:R:1
C -0.2663 -0.9671 -3.0381 0.7 0.0 -0.2 -0.02
N 0.5464 -0.5026 -2.0623 -0.4 0.1 1.6 -0.12
N 1.8339 -0.4005 -2.5139 0.1 0.0 0.5 0.00
C 1.8222 -0.7865 -3.7874 -0.4 0.1 0.5 0.02
C 0.5311 -1.1367 -4.1539 -0.3 0.0 0.4 0.03
B 3.0419 0.0668 -1.5985 -0.5 0.2 0.4 -0.42
N 2.6668 1.3780 -0.8085 0.2 0.0 -0.3 -0.03
N 1.4670 1.5617 -0.1694 -0.3 -1.2 0.3 -0.06
C 1.4998 2.7808 0.4377 0.8 -0.3 -0.3 -0.05
C 2.7280 3.3805 0.1591 -0.2 -0.5 0.0 0.02
C 3.4400 2.4587 -0.6039 -0.7 -0.2 -0.1 0.01
Sn 0.5179 -0.4542 0.0354 0.1 2.2 -0.8 1.68
N 3.3082 -1.0605 -0.5303 0.3 -0.1 -0.4 -0.03
N 2.3774 -1.4984 0.3785 -0.7 0.6 -0.2 -0.10
C 2.9399 -2.4944 1.1201 0.8 0.0 -0.6 -0.04
C 4.2411 -2.6821 0.6548 -0.6 0.2 0.2 0.02
C 4.4402 -1.7600 -0.3649 -1.0 0.1 0.2 0.02
H 2.4494 -3.0284 1.9238 -0.2 0.2 -0.2 0.14
H 5.2897 -1.5537 -0.9929 0.1 0.0 0.0 0.15
H 4.9509 -3.4041 0.9900 0.2 -0.2 0.3 0.13
H 4.0181 0.2375 -2.2494 0.0 -0.1 0.0 0.14
H 4.4259 2.4913 -1.0375 0.0 0.2 0.0 0.15
H 2.7369 -0.7711 -4.3162 0.6 0.0 -0.7 0.15
H 3.0663 4.3579 0.4512 -0.1 0.1 0.1 0.13
H 0.2040 -1.4710 -5.1010 -0.2 -0.2 -0.8 0.12
H 0.6940 3.1804 1.0336 -0.2 -0.2 -0.2 0.14
H -1.3252 -1.1103 -2.8758 0.1 0.0 0.0 0.15
H 0.6810 -0.4200 2.1296 0.6 -0.4 0.3 0.03
C -0.2016 0.2256 2.1507 -0.1 -0.2 1.1 -0.05
H 0.1882 1.1552 2.5928 -0.2 -0.3 -0.1 0.11
H -1.0285 0.5057 1.4511 -0.4 0.0 -1.0 0.02
H -0.8333 -0.4450 2.7622 0.0 0.4 0.2 0.13
O -4.6177 0.3446 -0.0821 1.2 0.1 1.3 -0.26
Cl -3.6307 0.1415 0.9463 -3.2 -0.9 0.4 0.73
O -3.5575 1.2276 1.9175 0.4 -1.4 -1.3 -0.28
O -3.7920 -1.1613 1.5714 0.8 1.6 -0.5 -0.30
O -2.2962 0.1386 0.2209 2.8 0.2 -0.2 -0.48
```
Forces are in eV/Å.

C10H14Br2O as an isolated structure at a distorted geometry, computed with ωB97M-V/def2-TZVPD.

## Properties
Gap between HOMO and LUMO, eV: 9.93
Energy above the lowest of the compared OMol25 structures with the same formula, charge and spin, kcal per mole: 0.0
HOMO energy, eV: -9.4

Structure (XYZ):
```
27
Properties=species:S:1:pos:R:3:forces:R:3:lowdin_charge:R:1
C 0.8476 1.8171 0.5254 0.5 1.1 0.6 -0.40
C 0.2571 1.9921 -0.9080 0.1 1.8 0.0 -0.06
C 1.5162 -0.0388 -1.6588 0.7 0.7 -0.9 -0.23
C 0.1365 0.5374 -1.2889 -1.8 -0.5 -3.8 -0.30
C 0.8967 0.2811 0.7756 2.4 0.3 -1.5 -0.39
C -0.2738 -0.2196 -0.0227 -0.2 -0.2 -0.7 -0.45
C 2.1972 -0.1037 -0.3140 -0.8 1.6 2.0 -1.06
C 1.1006 -0.2945 2.1321 -2.1 -1.4 -1.6 -0.04
C -1.5132 0.3438 0.5997 -2.6 -3.7 -2.7 -0.02
C -0.4260 -1.7924 -0.2183 -0.5 3.4 -2.2 0.00
O 1.2305 2.7027 1.2701 -0.8 -1.4 -0.8 0.07
Br 3.6900 1.1893 -0.0889 -0.3 -0.3 -0.3 0.72
Br 2.9037 -1.7711 0.2012 0.9 -1.2 -0.2 0.82
H -0.7361 2.6141 -0.8142 1.8 -1.4 -0.3 0.16
H 0.9498 2.5405 -1.6672 -1.1 -0.7 1.7 0.15
H 1.4204 -1.0535 -2.0273 -0.2 -0.1 -0.2 0.09
H 2.1101 0.5401 -2.4551 -1.0 -0.7 1.3 0.14
H -0.5504 0.4395 -2.2417 0.9 -0.1 1.9 0.18
H 0.7825 -1.3937 2.0235 0.0 1.7 1.0 0.11
H 0.6945 0.3420 2.8781 -0.9 0.0 0.9 0.09
H 2.1019 -0.3234 2.2791 3.2 -0.1 0.9 0.01
H -1.8995 -0.4269 1.2458 -0.3 -0.2 0.5 0.09
H -2.3312 0.5191 -0.1428 0.6 -0.5 0.1 0.12
H -1.5640 1.1788 1.1290 0.9 3.9 2.4 0.04
H -0.7085 -1.9428 -1.2768 0.2 -0.2 0.4 0.11
H -1.1673 -2.2089 0.3704 -1.6 -0.6 1.3 0.06
H 0.4572 -2.2652 -0.0125 2.1 -1.3 0.2 -0.02
```
Forces are in eV/Å.

An isolated ion of composition C10H14BrN2 and charge +1 at a distorted geometry, computed with ωB97M-V/def2-TZVPD.

## Properties
Gap between HOMO and LUMO, eV: 9.38
Energy above the lowest of the compared OMol25 structures with the same formula, charge and spin, kcal per mole: 18.4
HOMO energy, eV: -12.9
Net charge: +1

Structure (XYZ):
```
27
Properties=species:S:1:pos:R:3:forces:R:3:lowdin_charge:R:1
C -1.5455 0.8197 0.6169 0.9 1.1 -2.0 0.09
N -1.3006 -0.0825 -0.6054 -1.1 0.6 0.8 -0.11
C -1.7834 0.4556 -1.9312 0.5 2.1 1.1 -0.10
C -0.6542 1.4997 -2.1405 -1.4 -0.6 -2.0 -0.14
C 0.6013 0.8932 -1.5057 1.4 0.2 -0.1 -0.19
C 0.1450 -0.3605 -0.7165 0.6 0.3 -3.1 -0.72
Br 0.4089 -1.8130 -2.0321 -0.3 -0.6 0.3 0.89
C 0.8246 -0.6908 0.5240 -0.8 0.8 1.4 -0.26
C 0.2196 -1.4926 1.4914 3.7 0.0 0.9 -0.01
C 1.0139 -1.7016 2.6679 -2.1 -1.2 0.5 0.00
C 2.1785 -1.0003 2.8787 -0.6 -0.8 -1.9 -0.10
N 2.6147 -0.1962 1.9367 2.5 1.1 2.0 0.08
C 2.0006 0.0014 0.8560 -1.0 -0.6 -2.7 -0.11
H -2.5547 1.1059 0.6311 -1.4 0.6 -0.4 0.09
H -1.3835 0.2699 1.4773 0.6 -1.0 1.5 0.07
H -0.8711 1.7300 0.6013 -0.8 -1.3 -0.2 0.15
H -1.8024 -0.9304 -0.6090 -0.8 -1.6 1.4 0.14
H -2.8064 0.9279 -1.8559 1.1 -0.8 0.1 0.16
H -1.7406 -0.3843 -2.6284 -0.1 0.4 0.0 0.09
H -0.8801 2.4705 -1.7321 -0.3 0.1 0.5 0.11
H -0.7897 1.6749 -3.2243 1.4 0.0 0.2 0.13
H 1.4430 0.6155 -2.2323 -1.2 0.8 1.3 0.14
H 0.9424 1.5565 -0.6880 0.3 0.1 -1.0 0.11
H -0.5638 -2.1543 1.2430 -1.1 -0.4 0.0 0.11
H 0.6904 -2.4802 3.3963 0.3 0.8 -0.6 0.13
H 3.0012 -1.2516 3.4691 0.3 -0.5 2.2 0.11
H 2.5920 0.5176 0.1118 -0.4 0.5 -0.3 0.13
```
Forces are in eV/Å.

An isolated ion of composition C10H14BrN2O2 and charge +1 at a distorted geometry, computed with ωB97M-V/def2-TZVPD.

## Properties
Gap between HOMO and LUMO, eV: 7.60
Energy above the lowest of the compared OMol25 structures with the same formula, charge and spin, kcal per mole: 16.5
HOMO energy, eV: -11.4
Net charge: +1

Structure (XYZ):
```
29
Properties=species:S:1:pos:R:3:forces:R:3:lowdin_charge:R:1
C -0.4066 0.2914 0.2051 -1.6 -0.7 0.5 -0.05
C 0.1663 -0.8776 -0.0106 -1.8 -0.6 -0.7 -0.21
C -2.6897 0.2051 0.7572 1.8 4.3 0.4 -0.85
C -2.1207 -2.0872 0.0059 -1.3 -1.2 -0.8 -0.21
C 1.5985 -1.1120 0.0874 1.9 0.5 0.4 -0.15
C 2.2906 0.1734 -0.2298 0.4 1.6 0.2 -0.16
C 1.8786 2.6696 -0.1801 1.6 0.0 -0.3 -0.07
C 0.3839 2.5083 -0.2855 -0.7 2.5 -1.3 -0.13
C 1.9035 1.3301 0.6632 0.2 1.3 -2.8 -0.18
C -0.7727 -2.0011 -0.6279 0.9 1.5 4.0 0.00
N -2.7810 -3.2723 -0.1047 -0.5 3.9 2.5 0.25
N 0.4160 1.4339 0.6575 -2.3 -3.0 2.9 -0.06
O -2.7688 0.7723 1.8247 -0.1 -1.9 -2.1 0.05
O -2.8483 -1.1245 0.5419 0.5 -4.1 0.4 0.03
Br -3.2296 1.0095 -0.9774 -0.3 0.1 0.4 0.74
H 2.0234 -1.4331 1.0439 -0.6 -0.5 0.0 0.14
H 2.0154 -1.6757 -0.6978 0.0 -1.8 -0.8 0.11
H 3.3510 0.1535 -0.2734 1.3 -0.6 0.7 0.13
H 2.1440 0.4594 -1.2605 -0.9 0.1 -0.5 0.12
H 2.3251 2.4889 -1.2095 0.1 1.0 1.6 0.14
H 2.2039 3.5479 0.4394 0.0 -0.7 -1.2 0.14
H -0.2214 3.3336 0.0825 0.0 0.1 -0.2 0.14
H 0.0406 2.2626 -1.3173 0.0 -0.4 1.1 0.15
H 2.4109 1.4375 1.5865 0.1 -0.4 1.1 0.15
H -0.2994 -2.9533 -0.6095 0.3 -1.0 0.5 0.13
H -0.9635 -1.8575 -1.6117 -0.5 1.1 -3.4 0.11
H -2.4424 -4.0336 -0.6450 0.3 -0.6 0.0 0.13
H -3.6113 -3.2829 0.5320 0.7 -0.7 -1.3 0.18
H 0.0038 1.6337 1.6137 0.6 0.3 -1.4 0.22
```
Forces are in eV/Å.

| no. | E_tot (Ha) |
| --- | --- |
| 1 | -1700.1975 |
| 2 | -1009.6120 |
| 3 | -1717.3051 |
| 4 | -5612.6481 |
| 5 | -3072.6658 |
| 6 | -3223.0433 |